The following is a quantum chemistry calculation of 4 unconnected molecules or ions with the total composition H8O4, from the OMol25 dataset.

The geometry in XYZ format:
```
12
Properties=species:S:1:pos:R:3:forces:R:3:mulliken_charge:R:1
O -1.19696 2.17468 -3.38754 0.1 0.1 0.2 -0.6302
H -1.23500 2.54286 -4.27028 0.0 0.1 -0.2 0.3160
H -1.47872 1.26612 -3.49412 -0.1 -0.2 0.0 0.3142
O -2.86284 -1.21552 -1.20555 -0.2 0.1 -0.2 -0.6360
H -2.51786 -1.06029 -0.32628 0.1 0.0 0.3 0.3233
H -2.12365 -1.57980 -1.69252 0.2 -0.2 -0.1 0.3140
O 3.38046 -0.51307 4.15055 -0.2 0.0 0.1 -0.6341
H 3.53007 -0.98451 3.33104 0.0 -0.2 -0.2 0.3181
H 4.22730 -0.11815 4.35827 0.2 0.1 0.1 0.3179
O -0.08053 -0.52077 0.85837 -0.2 -0.3 -0.1 -0.6371
H -0.25372 0.19621 0.24830 0.0 0.3 -0.2 0.3282
H 0.61146 -0.18781 1.42978 0.2 0.1 0.2 0.3057
```
Positions in Å, forces in eV/Å.

Results
E_LUMO = 0.5008 eV
Gap between HOMO and LUMO = 12.0 eV
Structure (SMILES) = O.O.O.O
HOMO = -11.53 eV

The following is a quantum chemistry calculation of 4 unconnected molecules or ions with the total composition H8O4, from the OMol25 dataset.

The geometry in XYZ format:
```
12
Properties=species:S:1:pos:R:3:forces:R:3:mulliken_charge:R:1
O 18.27405 -24.07936 -6.01645 0.0 0.2 -0.1 -0.6234
H 17.90278 -24.49669 -5.23913 -0.1 -0.1 0.2 0.3170
H 18.61626 -24.80521 -6.53822 0.1 -0.2 -0.2 0.3093
O 20.03347 -20.13770 -5.62793 0.2 0.2 0.2 -0.6394
H 20.20653 -20.74989 -6.34312 0.1 -0.2 -0.2 0.3211
H 19.10298 -19.92893 -5.71060 -0.2 0.0 0.0 0.3146
O 21.24283 -22.96548 -9.39783 0.0 0.2 0.0 -0.6297
H 20.58020 -23.46328 -9.87674 -0.2 -0.1 -0.1 0.3150
H 21.82097 -23.63150 -9.02579 0.2 -0.1 0.1 0.3156
O 19.13926 -26.46690 -12.88625 -0.1 -0.1 0.2 -0.6407
H 20.08538 -26.61085 -12.90531 0.2 -0.1 0.0 0.3189
H 18.97191 -25.87403 -13.61888 -0.1 0.2 -0.2 0.3217
```
Positions in Å, forces in eV/Å.

Results
E_LUMO = 0.4165 eV
Gap between HOMO and LUMO = 11.6 eV
Structure (SMILES) = O.O.O.O
HOMO = -11.15 eV

The following is a quantum chemistry calculation of 4 unconnected molecules or ions with the total composition H8O4, from the OMol25 dataset.

The geometry in XYZ format:
```
12
Properties=species:S:1:pos:R:3:forces:R:3:mulliken_charge:R:1
O 0.20585 -0.15633 0.11949 -0.1 0.4 0.3 -0.7147
H 0.79100 -0.75555 -0.34396 0.3 -0.4 -0.4 0.3090
H 0.15428 -0.51008 1.00743 0.0 -0.1 0.3 0.3035
O -0.05592 2.76944 1.19232 0.1 0.2 0.3 -0.6444
H -0.06629 1.86009 0.89363 0.1 -0.3 -0.3 0.3623
H -0.79833 3.17702 0.74629 -0.2 0.1 -0.2 0.3315
O 1.86599 -2.56705 -0.88996 -0.2 0.4 0.0 -0.6623
H 2.73197 -2.38030 -0.52742 0.3 0.0 0.0 0.3316
H 1.60423 -3.38893 -0.47496 -0.2 -0.3 0.1 0.3267
O -2.22614 0.78571 -0.93149 -0.5 0.3 -0.3 -0.6300
H -2.83123 0.65581 -0.20128 -0.2 0.0 0.1 0.3018
H -1.37539 0.51013 -0.59013 0.5 -0.3 0.1 0.3849
```
Positions in Å, forces in eV/Å.

Results
E_LUMO = 0.2396 eV
Gap between HOMO and LUMO = 11.2 eV
Structure (SMILES) = O.O.O.O
HOMO = -10.98 eV

The following is a quantum chemistry calculation of 4 unconnected molecules or ions with the total composition H8O4 in a non-equilibrium geometry, from the OMol25 dataset.

The geometry in XYZ format:
```
12
Properties=species:S:1:pos:R:3:forces:R:3:mulliken_charge:R:1
O -0.41585 1.69295 0.87908 -1.0 -0.1 0.2 -0.7800
H -1.20756 1.60907 1.47070 1.0 0.2 -1.1 0.3330
H -0.70967 1.53207 -0.06511 -0.1 -0.2 1.0 0.4117
O 0.79799 -0.67656 1.55518 1.2 0.1 0.5 -0.7494
H 0.46044 0.22111 1.37021 -0.3 0.3 -0.1 0.4242
H 1.71576 -0.51492 1.86766 -0.9 -0.3 -0.3 0.3456
O 0.55920 -1.59766 -0.96048 -0.4 -0.5 0.4 -0.7680
H 0.70487 -1.40107 -0.00215 0.1 0.2 -0.2 0.4334
H 0.01299 -2.40037 -0.92333 0.2 0.3 -0.3 0.3332
O -1.03003 0.57868 -1.57620 1.9 0.8 -1.1 -0.7774
H -0.40926 -0.18941 -1.41627 -0.6 0.3 0.0 0.4420
H -0.47887 1.14609 -2.19928 -1.2 -1.0 1.0 0.3518
```
Positions in Å, forces in eV/Å.

Results
E_LUMO = 0.8292 eV
Gap between HOMO and LUMO = 12.2 eV
Structure (SMILES) = O.O.O.O
HOMO = -11.41 eV

The following is a quantum chemistry calculation of a molecular structure, H8O4 in a non-equilibrium geometry, from the OMol25 dataset.

The geometry in XYZ format:
```
12
Properties=species:S:1:pos:R:3:forces:R:3:mulliken_charge:R:1
O 1.77982 0.17667 -2.79819 0.0 0.2 0.3 -0.6353
H 1.23779 0.30083 -3.57732 -0.1 0.1 -0.3 0.3341
H 1.32919 -0.50397 -2.29831 0.1 -0.4 0.0 0.2946
O -0.39013 0.05778 -0.19773 1.8 -3.4 -6.6 -0.5665
H -0.06680 0.46718 -1.00027 0.2 0.5 -0.5 0.3028
H -0.49417 -0.86626 -0.42478 -0.3 -0.5 0.4 0.3349
O -0.87816 1.09230 1.53820 -1.1 4.8 3.7 -0.7982
H -0.57873 0.78113 0.68394 -0.2 1.5 0.8 0.4611
H -0.08606 1.11927 2.07492 -0.1 0.4 0.5 0.3070
O -0.88838 -1.11659 2.14423 0.1 -3.4 0.8 -0.7219
H -1.02728 -0.31863 1.63413 -0.7 0.6 0.7 0.4172
H 0.06291 -1.18970 2.22118 0.2 -0.2 0.1 0.2701
```
Positions in Å, forces in eV/Å.

Results
E_LUMO = -0.1114 eV
Gap between HOMO and LUMO = 9.8 eV
HOMO = -9.88 eV

The following is a quantum chemistry calculation of 4 unconnected molecules or ions with the total composition H8O4 in a non-equilibrium geometry, from the OMol25 dataset.

The geometry in XYZ format:
```
12
Properties=species:S:1:pos:R:3:forces:R:3:mulliken_charge:R:1
O -0.46805 -44.94619 12.15551 -0.2 -0.2 0.7 -0.6566
H -0.44721 -44.93961 13.13925 0.1 0.1 -1.1 0.3210
H 0.36170 -44.56824 11.84549 0.0 0.0 0.4 0.3319
O 0.21000 -42.26240 11.83874 -1.4 0.5 -1.4 -0.7009
H 0.29339 -41.28720 11.84829 0.0 -0.7 -0.2 0.2965
H -0.48929 -42.46116 11.12978 1.4 0.4 1.6 0.3725
O -2.54074 -43.68395 16.32049 -5.3 -0.4 8.2 -0.5919
H -3.19313 -42.94359 16.57447 1.7 -1.9 -0.9 0.2876
H -2.17089 -43.48316 15.57494 3.4 2.1 -7.1 0.3698
O -1.37779 -42.46650 14.24631 -0.7 1.2 1.2 -0.7095
H -0.76620 -42.43555 13.49160 -0.1 0.7 0.2 0.3770
H -1.52289 -41.60547 14.75556 0.9 -1.7 -1.7 0.3025
```
Positions in Å, forces in eV/Å.

Results
E_LUMO = 0.2562 eV
Gap between HOMO and LUMO = 11.1 eV
Structure (SMILES) = O.O.O.O
HOMO = -10.86 eV